# C35H47Cl8N7O2

11 unconnected molecules or ions with the total composition C35H47Cl8N7O2 at a distorted geometry (the ωB97M-V functional and the def2-TZVPD basis, the OMol25 dataset).

Calculated values
SMILES string	CN(C)C=O.CN(C)C=O.c1ccncc1.c1ccncc1.c1ccncc1.c1ccncc1.c1ccncc1.ClCCl.ClCCl.ClCCl.ClCCl
electronic energy	-151761.21262	eV
net charge	0
energy relative to the best compared isomer or geometry (same formula, charge and spin)	0.0	kcal per mole
maximum force	2.879	eV/A
HOMO-LUMO gap	0.340	hartree
lowest unoccupied orbital energy	0.334	eV

```
99
Properties=species:S:1:pos:R:3:forces:R:3:lowdin_charge:R:1
C -4.3489 2.2988 4.2860 -0.77 -0.13 -1.66 -0.380
O -4.4147 1.9398 3.1189 0.43 -0.41 -0.11 -0.008
N -3.6331 1.7538 5.2476 0.27 -0.51 1.11 -0.180
C -3.6487 2.2708 6.5932 -1.14 0.50 0.63 -0.058
C -2.9582 0.4861 5.0644 -0.21 -0.23 0.22 -0.077
H -4.9660 3.1199 4.5730 -0.40 1.09 0.76 0.124
H -4.0471 3.2984 6.6722 -0.26 -0.57 -0.44 0.098
H -2.6700 2.3907 6.9632 1.51 -0.16 0.30 0.067
H -4.1800 1.6239 7.3251 0.07 0.22 -0.62 0.099
H -3.3364 -0.2352 5.8193 0.37 0.33 -0.38 0.103
H -3.1552 0.1078 4.0692 -0.27 -0.03 -0.12 0.067
H -1.8950 0.6587 5.1394 0.37 -0.19 0.31 0.033
C -0.4544 -3.7803 -5.8416 -0.73 -0.29 0.63 -0.368
O -0.2583 -4.3456 -6.8904 0.20 -0.14 -0.83 0.017
N 0.4795 -3.5277 -4.9182 -0.55 1.21 1.90 -0.165
C 1.8183 -3.8416 -5.2520 0.42 0.56 -0.03 -0.051
C 0.1824 -2.9823 -3.5674 0.07 -0.89 -0.88 -0.035
H -1.4587 -3.4988 -5.5271 -0.41 0.32 0.15 0.129
H 2.5036 -3.1499 -4.7862 0.21 0.31 0.16 0.083
H 1.8595 -3.7442 -6.3144 0.56 -0.16 -0.74 0.084
H 2.0676 -4.8306 -4.9561 0.39 -1.09 0.19 0.085
H 0.2578 -3.7356 -2.7839 -0.10 -0.34 -0.18 0.061
H 0.8149 -2.1717 -3.2724 0.79 0.56 -0.31 0.041
H -0.8018 -2.5741 -3.5304 -0.94 0.07 -0.15 0.070
C 1.8367 -3.3152 -0.6157 -0.24 -0.59 0.46 -1.005
Cl 2.0713 -3.4767 1.1620 -0.11 0.11 -0.30 0.534
Cl 3.0567 -2.2632 -1.2984 0.09 0.05 -0.20 0.592
H 1.9188 -4.3307 -1.0192 0.07 0.45 0.01 0.040
H 0.8380 -2.9131 -0.7951 0.36 0.04 0.09 -0.022
C -2.1479 2.1015 -5.5179 0.37 0.11 0.15 -0.972
Cl -2.0824 3.1200 -4.0651 -0.15 0.10 -0.09 0.519
Cl -1.6085 0.4617 -5.1124 -0.37 0.01 -0.21 0.549
H -3.1614 2.0832 -5.9054 0.05 -0.10 0.13 0.029
H -1.4544 2.5323 -6.2382 -0.11 -0.17 0.07 0.032
C 3.8106 0.2213 1.8098 0.12 0.91 0.54 -1.011
Cl 3.3147 1.4396 0.6557 0.00 0.04 -0.40 0.608
Cl 5.0529 0.8713 2.9067 -0.30 0.04 0.41 0.522
H 2.9368 -0.1528 2.3087 -0.22 0.14 0.60 -0.029
H 4.3121 -0.5803 1.3712 0.50 -1.17 -1.24 -0.011
C 0.9691 -2.8041 4.5474 -0.88 -0.08 -0.86 -0.999
Cl -0.5457 -1.8968 4.6500 -0.56 0.29 0.28 0.541
Cl 2.3127 -1.6596 4.5998 0.17 -0.49 0.14 0.539
H 0.9348 -3.5387 5.3562 0.58 0.32 -0.20 0.040
H 0.8749 -3.2599 3.5471 0.66 -0.01 0.64 -0.035
N -1.5435 -4.6193 -0.6401 0.52 1.04 0.09 0.072
C -1.4797 -3.6401 0.2619 0.22 0.41 -0.27 -0.149
C -1.7988 -3.7969 1.6146 0.96 0.79 -0.95 -0.074
C -2.1110 -5.0476 2.0542 -1.19 -0.43 0.46 -0.083
C -2.1973 -6.0644 1.1230 -0.77 -1.17 1.35 -0.081
C -1.8954 -5.7922 -0.1757 -0.95 -1.92 -1.49 -0.184
H -1.1571 -2.6807 -0.1612 -0.31 -0.10 0.46 0.087
H -1.7317 -2.9478 2.2653 -0.10 0.28 0.25 0.061
H -2.5079 -5.2008 3.0530 0.42 -0.04 0.09 0.112
H -2.6383 -7.0419 1.4220 0.68 0.75 -0.37 0.120
H -2.1029 -6.5854 -0.9239 0.49 0.52 0.38 0.119
N 1.7310 3.5103 -1.2537 -0.01 -0.03 -0.56 0.043
C 2.3060 4.7118 -1.0794 -1.75 0.10 0.60 -0.151
C 1.5608 5.8884 -0.9017 0.63 -0.11 -0.47 -0.066
C 0.1650 5.8154 -1.0059 0.53 0.32 0.29 -0.084
C -0.4271 4.5785 -1.2256 0.46 -0.18 -0.36 -0.091
C 0.4056 3.4475 -1.3888 -0.64 1.02 0.48 -0.150
H 3.3673 4.7176 -0.9954 0.70 0.01 -0.01 0.094
H 2.1216 6.8350 -0.7527 -0.70 -0.68 -0.07 0.111
H -0.4143 6.7391 -0.9079 0.04 -0.46 -0.01 0.109
H -1.5089 4.4975 -1.3225 0.25 -0.10 0.03 0.093
H -0.0867 2.4987 -1.6167 0.51 0.02 0.16 0.078
N 2.9904 0.1257 -5.8818 -2.04 -0.12 0.86 0.067
C 4.0277 0.2101 -5.0632 1.14 -0.03 -1.45 -0.205
C 4.0300 0.5014 -3.7488 -1.20 -0.06 2.62 -0.065
C 2.7556 0.6527 -3.1283 2.40 0.18 0.55 -0.121
C 1.6535 0.5391 -3.8913 -1.67 0.15 -0.74 -0.117
C 1.8078 0.2647 -5.2657 -0.70 0.30 -0.58 -0.157
H 4.9248 0.0562 -5.6010 1.26 -0.10 -0.16 0.091
H 4.9330 0.5218 -3.1226 -0.33 0.10 -0.60 0.111
H 2.6708 0.8736 -2.0671 0.08 0.02 -0.18 0.048
H 0.6829 0.7249 -3.3900 0.51 -0.43 -0.78 0.062
H 0.9066 0.2038 -5.9088 0.75 -0.03 0.43 0.063
N -0.3494 2.4170 4.5185 0.09 0.29 0.70 0.068
C 0.9751 2.2347 4.4646 -1.05 0.17 0.38 -0.147
C 1.7266 2.7546 3.4650 0.43 0.21 -1.40 -0.092
C 1.1111 3.4386 2.4313 0.10 0.85 -0.39 -0.076
C -0.1835 3.8428 2.6312 -0.56 0.24 -2.03 -0.071
C -0.8781 3.2878 3.6616 -1.45 -1.12 0.93 -0.155
H 1.4351 1.6413 5.2264 0.05 -0.40 0.41 0.099
H 2.7588 2.5601 3.3988 1.14 -0.36 0.05 0.053
H 1.5565 3.6896 1.4625 0.36 -0.08 0.66 0.080
H -0.7114 4.3714 1.8184 0.27 -0.08 0.71 0.111
H -1.9730 3.3792 3.7377 0.57 0.29 -0.05 0.102
N -0.4245 -0.1390 -1.1879 -0.59 -0.65 0.82 0.077
C 0.2957 -0.1282 -0.0602 0.16 -0.18 -0.15 -0.200
C -0.2014 0.0686 1.1985 -0.85 0.58 0.38 -0.072
C -1.5359 0.4077 1.3535 -0.63 0.28 -0.11 -0.063
C -2.3491 0.4159 0.2246 0.22 -0.53 -0.35 -0.031
C -1.7378 0.0108 -0.9947 -0.78 1.09 0.28 -0.154
H 1.3381 -0.3115 -0.1278 0.88 -0.07 -0.50 0.030
H 0.4164 0.0977 2.0681 0.60 -0.19 0.34 0.083
H -1.9333 0.6900 2.3308 0.08 -0.08 -0.32 0.085
H -3.4185 0.7047 0.3032 0.89 -0.41 -0.23 0.119
H -2.3542 -0.1014 -1.8769 -0.06 0.11 -0.15 0.090
```
Forces are in eV/Å.